# 1
ORCA calculation (ωB97M-V with the def2-TZVPD basis set) on 2 unconnected molecules or ions with the total composition H4O2 at a distorted geometry.

Last column: natural (NBO) charge in e.
Atoms and positions in Å:
O -0.2281 0.3056 -1.5998  -0.961
H -0.0684 -0.6164 -1.8061  0.451
H -0.0130 0.3327 -0.6049  0.483
O 0.1965 0.3110 1.1250  -0.931
H -0.3895 0.2479 1.8797  0.486
H 0.5025 -0.5808 1.0061  0.472

- Calculated total energy: -152.86685 hartree
- Energy relative to the best compared isomer or geometry (same formula, charge and spin): 0.220 eV
- SMILES: O.O

=====

# 2
ORCA calculation (ωB97M-V with the def2-TZVPD basis set) on 2 unconnected molecules or ions with the total composition H4O2 at a distorted geometry.

Last column: natural (NBO) charge in e.
Atoms and positions in Å:
O 0.4028 -0.2193 0.9773  -0.922
H 0.6774 -1.1354 0.6137  0.484
H -0.0608 -0.5191 1.7360  0.480
O -0.5687 0.4447 -1.4065  -0.975
H -0.2947 0.1615 -0.4615  0.480
H -0.1560 1.2675 -1.4590  0.454

- Calculated total energy: -152.86220 hartree
- Energy relative to the best compared isomer or geometry (same formula, charge and spin): 0.346 eV
- SMILES: O.O

=====

# 3
ORCA calculation (ωB97M-V with the def2-TZVPD basis set) on a molecular structure, H4O2Rb.

Last column: natural (NBO) charge in e.
Atoms and positions in Å:
Rb -11.0249 3.8306 26.3101  1.000
O -13.8299 1.5457 30.0851  -0.947
H -14.5696 2.1528 30.1086  0.471
H -13.5609 1.4597 30.9997  0.476
O -14.3387 7.9118 25.7837  -0.953
H -14.9007 8.0078 25.0148  0.476
H -14.3708 8.7670 26.2126  0.477

- Net charge: +1
- Calculated total energy: -176.75326 hartree
- Energy relative to the best compared isomer or geometry (same formula, charge and spin): 0.883 eV

=====

# 4
ORCA calculation (ωB97M-V with the def2-TZVPD basis set) on 2 unconnected molecules or ions with the total composition H4OP2 at a distorted geometry.

Last column: natural (NBO) charge in e.
Atoms and positions in Å:
O 1.0568 -0.5499 1.7006  -1.066
P 0.2321 1.2078 -0.7084  -0.010
P 0.3838 -0.6768 0.4216  1.234
H -0.5025 2.2754 0.0133  0.052
H -0.7795 0.9061 -1.4809  -0.014
H 1.2384 -1.5319 -0.3654  -0.041
H -1.6290 -1.6307 0.4192  -0.156

- Calculated total energy: -760.21131 hartree
- Energy relative to the best compared isomer or geometry (same formula, charge and spin): 2.455 eV